{
  "formula": "C20H36N3O3",
  "method": "ωB97M-V with the def2-TZVPD basis set",
  "species": ["C", "C", "H", "H", "O", "C", "O", "N", "C", "H", "H", "C", "N", "C", "O", "C", "H", "C", "H", "H", "C", "N", "C", "H", "C", "H", "H", "H", "C", "C", "C", "C", "C", "C", "C", "H", "H", "H", "H", "H", "H", "H", "H", "H", "H", "H", "H", "H", "H", "H", "H", "C", "H", "H", "C", "H", "H", "H", "H", "H", "H", "H"],
  "coordinates": [[-7.800, -2.125, -1.057], [-7.226, -1.063, -0.182], [-7.572, 0.029, -0.506], [-7.675, -1.279, 0.813], [-5.918, -1.230, -0.330], [-5.427, -0.274, 0.717], [-6.054, 0.467, 1.534], [-4.028, -0.281, 0.552], [-3.285, 0.690, 1.312], [-2.443, 0.094, 2.002], [-3.969, 1.411, 2.082], [-2.643, 1.732, 0.335], [-1.717, 0.693, -0.616], [-0.400, 0.962, -0.612], [0.126, 0.041, -1.535], [0.372, 1.861, 0.220], [-0.133, 2.572, 0.470], [1.059, 1.195, 1.407], [0.438, 1.006, 1.958], [1.645, 2.065, 1.957], [1.956, 0.067, 0.845], [2.381, 0.327, -0.292], [2.838, 1.755, -0.653], [3.358, 1.753, -1.458], [1.541, 2.607, -1.086], [1.824, 3.505, -0.620], [1.199, 2.208, -1.877], [3.496, 2.187, 0.074], [3.460, -0.786, -0.708], [4.919, -0.617, -0.017], [5.262, -1.731, 0.647], [6.538, -1.674, 1.317], [7.720, -1.262, 0.488], [7.311, -0.178, -0.349], [5.980, -0.311, -1.066], [6.163, -0.861, -1.746], [5.799, 0.669, -1.801], [8.122, 0.194, -0.776], [7.230, 0.845, 0.369], [8.504, -1.013, 1.109], [7.925, -2.213, -0.058], [6.679, -2.489, 2.225], [6.364, -0.888, 2.205], [4.410, -2.228, 1.436], [5.246, -2.617, -0.068], [4.969, 0.185, 0.612], [3.213, -1.852, -0.577], [3.822, -0.813, -1.860], [1.635, 0.145, -1.159], [1.321, -0.804, 1.029], [2.873, 0.054, 1.576], [-2.523, -0.032, -1.310], [-3.108, 0.547, -1.923], [-1.832, -0.698, -1.850], [-3.130, -1.114, -0.183], [-2.455, -1.555, 0.434], [-3.937, -1.765, -0.921], [-3.383, 2.190, -0.068], [-1.913, 2.442, 1.025], [-7.337, -3.112, -0.539], [-7.424, -1.991, -2.233], [-8.886, -2.153, -1.064]],
  "forces_ev_per_angstrom": [[1.3, -2.0, -2.1], [-6.3, 1.2, -1.6], [0.6, -2.1, 0.7], [0.8, 0.5, -0.2], [3.8, 3.5, 4.5], [1.5, 0.4, 0.1], [2.2, -3.5, -3.9], [-1.9, 1.5, 2.9], [0.5, 2.0, 3.5], [-2.0, 1.7, -1.7], [1.6, -2.6, -2.1], [8.0, -5.1, 5.6], [3.0, 11.4, 7.5], [-1.6, -7.2, -5.6], [0.9, 3.7, 3.3], [6.8, -5.4, -5.1], [-5.7, 8.2, 3.0], [12.8, 6.8, -10.5], [-11.8, -4.7, 10.8], [-0.7, -1.8, -1.2], [-2.8, -0.6, 14.1], [5.9, -0.2, -14.8], [-4.6, -0.2, 3.6], [3.7, -1.0, -5.4], [2.7, -2.5, 11.3], [-0.7, 2.0, -1.0], [-2.5, -1.3, -6.4], [-0.2, 0.2, 1.0], [3.3, 0.6, -2.1], [-3.7, 3.8, -5.9], [-2.0, -9.9, 3.6], [1.0, 0.4, 7.6], [-2.0, -4.1, 0.3], [-2.9, 4.7, 3.1], [-0.8, 10.0, 5.8], [1.3, -8.6, -8.6], [0.1, -1.8, 2.5], [3.2, 1.2, -3.5], [-0.3, -2.5, -1.1], [2.0, 0.4, 1.1], [0.5, 0.8, -0.2], [0.0, 0.9, -3.1], [0.4, -0.5, -2.0], [2.0, 1.9, -1.8], [0.3, 0.7, 0.4], [-0.4, 2.6, 1.8], [-1.2, 0.8, 0.6], [-1.9, 0.9, 2.3], [-0.6, 0.1, 1.7], [0.7, -0.5, -0.8], [-1.6, -0.6, -0.8], [0.6, -8.8, -0.8], [-2.3, 0.6, -1.3], [-0.7, 0.2, -0.8], [-6.9, 1.9, -7.4], [2.2, -1.6, 1.3], [2.9, 1.0, 2.5], [-4.3, 3.2, -3.7], [-2.1, -1.8, -2.2], [-1.3, 1.8, -1.8], [-0.9, -0.6, 3.2], [0.0, -0.1, 0.1]],
  "multiplicity": 1,
  "charge": 1,
  "total_energy_ev": -31913.305
}